<P>
DFT (ωB97M-V/def2-TZVPD) results for an isolated molecule of C8H9NO.

Structure (ORCA input):
```
! wB97M-V def2-TZVPD RIJCOSX def2/J DEFGRID3
* xyz 0 1
H -1.991 2.415 -2.848
H 1.388 -0.788 -1.409
C -1.647 2.067 -1.881
H -0.247 -2.049 2.711
C 0.382 -0.846 -1.129
H -0.530 -2.124 0.449
N 1.565 0.382 1.319
H 1.602 -2.148 2.814
H -2.520 2.242 -1.153
C 0.875 -0.796 1.370
H -0.355 -1.445 -1.680
C 0.216 -1.390 0.293
H 0.763 -0.735 3.434
C 1.328 1.142 0.377
C 0.545 1.516 -0.516
O -1.257 0.688 -1.943
C 0.782 -1.443 2.654
H -0.804 2.690 -1.578
C -0.096 0.624 -1.287
*
```

Its structure (SMILES) is COC1=C=C=NC(C)=CC1.

<Q>
DFT (ωB97M-V/def2-TZVPD) results for a structure of composition C8H9NO.

Structure (ORCA input):
```
! wB97M-V def2-TZVPD RIJCOSX def2/J DEFGRID3
* xyz 0 1
C -0.551 -0.430 -1.328
C -1.159 -0.617 1.162
C 0.207 0.126 -2.302
C 0.605 0.633 0.346
H 0.221 -0.013 -3.369
O -1.660 -1.364 -1.775
C 1.516 1.111 -0.559
H -1.700 -1.882 0.979
H -1.919 -0.256 1.375
C -0.377 -0.312 -0.063
N 0.626 0.705 1.683
C -0.260 -0.286 2.212
H 1.926 1.435 -2.479
H -2.518 -0.809 -1.445
C 1.269 0.883 -1.841
H 2.211 1.692 -0.252
H 0.482 -1.317 2.529
H -0.843 -0.001 3.144
H 1.923 0.702 1.983
*
```

Relative to the most stable one, in hartree, the structures come out at <P> 0.0000; <Q> 0.0311.

<P>
DFT (ωB97M-V/def2-TZVPD) results for a cluster of 2 separate species, C6H7FO in total.

Structure (ORCA input):
```
! wB97M-V def2-TZVPD RIJCOSX def2/J DEFGRID3
* xyz 0 1
H -2.553 0.597 -0.410
C -0.820 1.415 -1.501
H 2.379 0.947 -0.525
H -1.261 -0.185 1.438
H -0.326 -3.156 2.157
C -1.465 0.735 -0.447
H 0.832 -4.182 1.976
H 1.334 -0.045 1.364
C 0.521 1.542 -1.487
C 0.653 0.393 0.622
C -0.696 0.261 0.610
F 1.186 2.257 -2.539
O 0.232 -3.587 1.471
H -1.300 2.031 -2.273
C 1.283 0.977 -0.455
*
```

Its structure (SMILES) is Fc1ccccc1.O.

<Q>
DFT (ωB97M-V/def2-TZVPD) results for an isolated molecule of C6H7FO.

Structure (ORCA input):
```
! wB97M-V def2-TZVPD RIJCOSX def2/J DEFGRID3
* xyz 0 1
C 1.098 -0.909 -1.515
H -1.018 1.358 -0.808
H 0.333 2.054 1.218
F 2.243 -1.208 -2.313
H 0.355 0.537 2.932
C -0.056 1.099 1.110
C -0.514 0.607 -0.375
H 0.224 -1.028 1.954
O -1.432 -1.649 -0.906
H 1.521 1.165 -1.083
C 0.866 0.297 -1.028
H -2.451 -0.209 0.209
H 0.357 -1.778 -1.107
C -1.627 -0.538 -0.337
C 0.101 0.203 2.051
*
```

Its structure (SMILES) is C=C[C@H](C=O)/C=C/F.

Relative to the most stable one, in hartree, the structures come out at <P> 0.0000; <Q> 0.1457.

<P>
DFT (ωB97M-V/def2-TZVPD) results for a cluster of 9 separate species, C36H72O9 in total.

Structure (ORCA input):
```
! wB97M-V def2-TZVPD RIJCOSX def2/J DEFGRID3
* xyz 0 1
H -5.964 2.849 6.735
C -0.400 10.288 -0.491
H 7.792 -1.990 4.087
O -7.224 -7.610 0.521
C -6.925 -6.382 -1.385
C 0.441 10.061 0.787
H 8.701 -1.070 1.268
H 3.332 1.959 -6.313
H 7.168 -3.896 3.185
C -0.736 -0.857 0.147
C -1.453 9.234 -0.324
H -8.997 -6.198 -1.395
H 2.961 1.039 -4.839
C -8.402 -7.870 -0.211
H -9.258 -7.583 0.399
H 0.477 10.887 1.497
C 2.337 4.277 -4.821
C 4.870 4.430 4.032
H -3.570 3.166 7.333
H 4.690 -10.753 -3.844
H 5.494 3.725 4.582
C 3.529 4.053 4.597
H 6.906 -3.322 1.556
C 0.012 -3.169 -0.231
C 5.124 5.859 4.525
H 1.094 -3.205 -0.364
H 0.413 -1.946 1.646
C -4.932 0.454 5.981
H -5.487 -6.467 0.328
H -1.863 8.822 -1.247
C 3.223 5.169 5.668
H 2.990 4.743 6.644
H 6.159 6.183 4.419
C -5.230 1.947 -6.535
O -5.321 1.576 5.291
H 3.457 3.096 5.115
C -3.965 0.981 7.005
H -1.602 7.439 0.930
H 4.592 6.606 3.936
H -5.191 3.547 5.327
H -8.547 -7.597 -2.377
H 0.199 10.113 -1.385
O 8.895 -3.691 2.132
H -4.541 -0.272 5.268
H 5.372 -9.963 -1.565
O -5.797 1.532 -5.315
H -2.370 -1.985 -1.005
O 4.433 5.969 5.712
C 4.188 -11.246 -3.012
C -1.412 -1.476 -1.111
O -0.449 -2.492 -1.377
H 2.239 -12.226 -3.342
H -7.129 2.272 -3.917
H -0.295 7.397 -0.132
C -0.364 -2.121 0.901
C -8.300 -7.031 -1.479
C 2.631 -11.222 -3.186
H 2.397 5.830 5.404
H 1.498 4.778 -4.337
H -0.951 11.228 -0.514
H 1.454 9.896 0.420
C 9.749 -2.613 2.521
H -7.718 2.996 -6.140
H 1.498 -10.863 -1.331
C 4.436 -10.507 -1.696
C 8.853 -1.364 2.306
H -4.864 4.026 -6.424
H 6.701 -1.319 2.882
H 5.123 3.065 -5.240
H -0.436 -4.154 -0.105
H -1.338 -0.759 -1.929
H -3.017 2.435 5.801
H -7.008 -5.322 -1.626
H -1.332 -0.029 0.531
H -4.496 0.964 7.957
C 3.525 4.040 -3.883
O 3.314 -9.694 -1.635
C 4.258 2.826 -4.621
C -3.769 2.394 6.590
H -6.238 -6.847 -2.093
H 2.770 4.108 3.817
C 7.592 -3.269 2.401
C -5.120 2.737 6.053
H -4.144 1.878 -6.600
H 9.243 -0.524 2.882
C -6.283 2.595 -4.523
H -6.953 -5.604 0.598
H -5.467 1.332 -7.403
H -5.506 3.070 -3.925
H 4.200 4.862 -3.647
C -6.550 -6.477 0.085
H -3.025 0.438 7.101
H -5.725 -0.117 6.465
C -0.871 8.102 0.467
H 3.187 3.633 -2.930
H 1.444 -9.538 -2.370
H -2.316 9.678 0.173
C 2.107 -10.352 -2.077
H 10.010 -2.794 3.564
H -6.100 3.599 -7.653
C -6.836 3.437 -5.674
C 7.624 -1.884 3.015
H 4.603 -12.236 -2.818
H -7.085 4.440 -5.326
O 1.992 2.948 -5.189
H 4.961 4.217 2.967
H 0.203 -0.477 -0.258
H 2.609 4.828 -5.721
C -5.688 3.357 -6.673
C 3.106 2.038 -5.250
H 4.711 2.246 -3.818
H 4.447 -11.159 -0.823
O -0.105 8.886 1.403
H 2.443 -10.910 -4.213
H 10.572 -2.683 1.809
H -8.402 -8.935 -0.444
H -1.281 -2.510 1.345
*
```

Its structure (SMILES) is C1CCOC1.C1CCOC1.C1CCOC1.C1CCOC1.C1CCOC1.C1CCOC1.C1CCOC1.C1CCOC1.C1CCOC1.

<Q>
DFT (ωB97M-V/def2-TZVPD) results for a cluster of 9 separate species, C36H72O9 in total.

Structure (ORCA input):
```
! wB97M-V def2-TZVPD RIJCOSX def2/J DEFGRID3
* xyz 0 1
H 0.771 -3.602 -1.881
C 0.646 -3.995 -0.870
H 1.671 1.072 7.824
H -0.266 -0.339 1.870
H -4.768 -3.203 -2.687
H 0.034 -1.037 -5.968
O -0.044 -3.106 3.695
C 2.312 2.982 6.939
C -3.781 -1.302 -3.092
H 1.774 -1.742 -2.789
H 3.195 -3.625 -3.452
H 5.591 -3.158 -3.744
H -2.037 -3.085 4.124
H 0.110 1.395 1.962
H 5.521 -1.912 -2.437
H -1.256 1.227 -1.776
H 0.199 -0.238 -3.834
C -3.145 1.081 4.405
C -0.163 0.875 -6.863
H 0.863 -1.951 -0.247
H -0.843 -3.859 6.368
H 1.416 1.715 -1.121
H 1.314 3.360 7.146
H 3.084 3.410 7.573
H 3.647 3.635 5.400
C -2.014 -2.246 -1.936
C -1.314 0.812 0.388
H 1.008 2.663 -6.464
C -2.252 4.048 -3.412
H 0.093 0.410 -7.815
O 4.624 -1.449 -4.260
H 2.744 -0.851 -4.754
H -1.773 -0.152 0.159
H 3.411 1.157 7.316
H -0.129 6.443 -3.399
H -4.030 3.061 4.960
H 3.563 0.221 -3.605
H -0.973 1.567 -7.122
C -0.901 -1.852 5.488
C -0.609 -0.162 -5.827
C 2.855 -1.626 -2.678
H -3.273 2.203 6.259
H -3.913 -0.792 -4.046
O -1.778 0.833 4.135
O 0.608 1.576 -4.773
H -0.788 5.691 -5.934
C 0.942 1.619 -6.151
H -1.176 0.921 -4.035
H 3.690 1.427 4.679
C -2.576 -3.396 -2.768
H -2.330 -2.242 -0.887
H -3.695 1.155 3.466
O 2.735 -4.070 0.201
C -0.092 0.563 1.279
C -0.274 0.502 -4.483
H 3.036 -1.082 -1.750
O 1.016 0.420 0.406
C -0.459 5.472 -3.766
H -1.639 -0.493 -5.928
O -2.462 -1.073 -2.631
C -2.079 4.232 -4.914
H 2.333 -5.217 -1.453
H 0.415 4.856 -4.010
C 2.377 1.445 7.085
C -1.827 3.042 4.898
H 3.717 -3.433 -1.781
C 3.647 -2.926 -2.742
C 1.898 -3.269 1.058
O -1.251 4.844 -2.770
H -1.791 -1.611 6.067
C -1.203 -2.368 4.091
H 0.401 -2.806 6.966
H -1.505 3.434 -5.391
C 2.657 3.180 5.435
H 0.971 -4.487 4.775
H -0.292 -4.554 -0.928
H -2.661 -4.341 -2.236
H -4.223 -3.157 -4.254
C -1.343 5.567 -5.003
H -0.934 -2.128 -1.988
H -1.484 -1.568 3.409
H -0.724 2.543 -0.758
H 1.929 1.168 -6.317
C -3.905 -2.835 -3.258
H 1.973 3.867 4.941
H -1.888 -3.557 -3.601
C 0.667 -2.917 0.217
H 2.087 1.639 3.937
H -4.521 -0.929 -2.377
C 4.982 -2.396 -3.261
C 3.395 -0.826 -3.876
H -1.510 3.696 5.713
C 0.714 0.909 -0.898
O 2.023 0.933 5.820
H -0.214 -1.008 5.425
H -1.772 3.597 3.962
C -0.157 -3.066 6.064
H 2.485 -2.381 1.284
C -0.948 1.800 4.824
H -2.044 6.405 -4.983
H 1.639 -2.831 4.899
C 1.839 -4.895 -0.538
H -2.207 3.007 -3.084
H -2.047 1.440 0.893
H -0.712 1.367 5.798
C -3.185 2.411 5.190
H 0.782 0.123 -1.653
H -3.050 4.206 -5.414
C 0.726 -3.431 4.875
C -0.720 1.455 -0.856
H -3.227 4.432 -3.089
H 1.561 -5.750 0.090
C 2.660 1.759 4.854
H -0.073 1.889 4.189
H -3.564 0.287 5.032
H 1.702 -3.855 1.959
H -0.234 -2.865 0.825
*
```

Its structure (SMILES) is C1CCOC1.C1CCOC1.C1CCOC1.C1CCOC1.C1CCOC1.C1CCOC1.C1CCOC1.C1CCOC1.C1CCOC1.

<R>
DFT (ωB97M-V/def2-TZVPD) results for a cluster of 9 separate species, C36H72O9 in total.

Structure (ORCA input):
```
! wB97M-V def2-TZVPD RIJCOSX def2/J DEFGRID3
* xyz 0 1
H -1.244 4.099 4.566
H -4.977 -0.105 -0.623
H -1.613 -0.165 0.596
C -0.673 -4.573 -1.388
H -3.180 3.226 0.293
H 0.413 -4.644 -1.343
C -0.122 -0.612 -3.912
C -5.758 1.799 -1.256
C 1.604 -0.111 0.145
C 0.363 0.646 0.578
C 3.232 -2.218 -3.154
H -2.894 0.661 4.659
H -5.567 3.158 0.443
H -0.473 -3.949 0.686
H 0.238 0.332 -6.945
H -2.455 1.763 2.097
H -5.969 -1.146 2.024
H 3.919 -3.553 -1.593
H -1.440 0.507 2.773
H 1.922 0.195 -0.859
C -6.675 0.118 3.603
C -4.622 0.469 2.460
H 1.658 -2.124 -0.661
O 4.443 -4.253 -3.446
H -0.896 -3.730 -2.046
C 4.772 -3.357 -4.514
H 5.346 -1.697 -3.292
C 0.691 1.310 -5.044
H 0.973 4.483 1.050
H -3.194 3.187 -1.463
H 2.567 -4.221 -2.552
H 0.407 1.229 -2.841
C 6.158 -1.351 0.829
C 3.252 3.789 3.180
H -6.621 0.455 1.466
H -1.097 0.471 -0.986
C 5.101 -1.017 1.886
H 2.403 5.409 0.639
H 2.401 -2.208 -3.862
H 4.046 4.110 3.856
H -4.307 0.475 -2.196
H 4.093 -3.579 -5.347
H 6.869 -0.054 -0.768
H 1.004 -2.066 0.981
C 2.265 4.907 2.779
O -3.529 1.380 -0.511
O -0.078 -0.888 -5.321
C 3.480 -3.627 -2.594
C 2.031 4.613 1.284
H 1.711 -0.258 -6.120
C 5.471 0.895 0.624
H -0.219 1.904 -5.163
C 4.517 -1.969 -3.951
C -4.612 0.753 -1.184
H -4.656 1.563 2.428
H 6.309 1.419 1.095
H -1.168 -0.405 -3.666
H 4.239 -1.689 1.867
H 1.527 1.989 -5.215
C -0.788 -0.111 -0.118
H 2.464 0.000 0.805
C -0.800 3.099 4.500
C 2.814 3.324 1.018
C 1.057 -1.525 0.027
C -0.616 2.492 3.098
H 7.169 -1.266 1.235
H -7.068 1.127 3.738
H 5.795 -3.553 -4.826
C -1.803 1.522 2.935
H -3.424 2.257 4.212
H 0.328 1.949 3.111
C 5.942 -0.272 -0.237
H -0.564 -6.661 -1.992
H 0.380 1.718 0.359
O -1.630 -5.600 0.496
C 0.736 0.627 -3.689
C -1.244 -4.312 0.010
H 5.544 -1.100 2.886
H 3.263 3.316 0.026
H -1.935 -5.809 -2.716
H 0.223 -1.469 -3.335
C -2.200 -6.270 -0.620
H -5.430 0.694 5.309
H 5.188 -0.581 -0.964
H 2.697 5.896 2.904
H 2.203 2.426 1.148
H -3.949 -0.006 1.752
H 1.766 0.333 -3.459
H 4.860 1.611 0.078
H 3.099 -1.476 -2.368
O 3.848 3.327 1.994
H 4.418 -1.208 -4.724
H -5.461 3.971 -1.078
O -4.300 -0.030 3.748
H 0.272 0.634 1.670
H -2.107 -3.642 0.027
H -7.482 -0.586 3.802
H -0.568 3.249 2.315
C -3.688 2.785 -0.567
O -1.595 2.145 5.207
C -5.487 -0.095 4.554
H 1.334 4.822 3.336
O -0.252 -1.364 -0.508
H -6.105 1.981 -2.274
H 2.741 2.964 3.698
H -3.237 -5.939 -0.749
H 6.092 -2.378 0.464
C -5.186 3.042 -0.575
H -5.481 -1.065 5.051
H 0.160 3.141 5.019
C 0.683 0.105 -5.978
C -6.042 -0.076 2.221
C -1.322 -5.900 -1.820
O 4.655 0.306 1.632
C -2.530 1.614 4.280
H -2.181 -7.335 -0.390
H -6.644 1.411 -0.749
*
```

Its structure (SMILES) is C1CCOC1.C1CCOC1.C1CCOC1.C1CCOC1.C1CCOC1.C1CCOC1.C1CCOC1.C1CCOC1.C1CCOC1.

Relative to the most stable one, in hartree, the structures come out at <P> 0.1769; <Q> 0.0000; <R> 0.0188.

<P>
DFT (ωB97M-V/def2-TZVPD) results for an isolated molecule of C5H9N2P.

Structure (ORCA input):
```
! wB97M-V def2-TZVPD RIJCOSX def2/J DEFGRID3
* xyz 0 1
C -0.984 -0.255 0.264
P 1.433 -1.352 0.447
H 2.634 -0.642 0.628
H 0.180 0.191 2.088
H -0.788 -2.495 0.298
N 1.111 -0.683 -1.128
C 0.301 0.049 1.017
H -1.785 0.462 0.406
H 1.181 1.197 -1.805
N 1.432 0.670 -0.976
C 0.898 1.246 0.273
C -0.617 -0.743 -1.096
H 0.133 2.010 0.086
H -1.017 -0.413 -2.039
C -1.308 -1.660 -0.149
H -2.343 -1.867 -0.378
H 1.719 1.716 0.826
*
```

Its structure (SMILES) is C1NN2P[C@@H]1[C@@H]1C[C@@H]12.

<Q>
DFT (ωB97M-V/def2-TZVPD) results for an isolated molecule of C5H9N2P.

Structure (ORCA input):
```
! wB97M-V def2-TZVPD RIJCOSX def2/J DEFGRID3
* xyz 0 1
C 0.748 1.079 0.586
H 0.258 1.724 1.446
H -0.927 1.438 -0.615
H -1.815 -0.098 0.733
H 1.524 -0.908 -1.849
N 0.577 -1.777 -0.081
N 2.780 -0.679 -0.234
C -0.102 -1.088 0.644
H -2.035 -1.740 1.376
H 0.614 1.114 -1.606
P 2.502 0.581 0.649
H 2.371 -2.412 -1.139
C -1.425 -0.905 1.332
C 1.813 -1.474 -0.858
H 0.177 2.788 -0.723
H -0.980 -0.478 2.283
C 0.109 1.637 -0.743
*
```

<R>
DFT (ωB97M-V/def2-TZVPD) results for a cluster of 2 separate species, C5H9N2P in total.

Structure (ORCA input):
```
! wB97M-V def2-TZVPD RIJCOSX def2/J DEFGRID3
* xyz 0 1
H -1.393 0.483 -1.259
C 0.284 -0.297 -1.895
H 0.226 -1.403 1.981
H -0.041 -1.737 0.247
C 1.655 -0.714 0.808
H -0.892 1.413 -2.588
H 1.087 -2.746 1.143
H -0.649 2.934 1.671
H 2.610 -1.053 0.765
N 1.236 -0.961 -1.863
C -0.946 0.406 -2.207
C -1.093 1.974 1.476
N -0.421 0.943 1.103
H -1.465 -0.317 -2.915
C 0.637 -1.735 1.050
H -2.126 1.828 1.523
P 1.290 0.982 0.962
*
```

Its structure (SMILES) is C=N/P=C\C.CC#N.

Relative to the most stable one, in hartree, the structures come out at <P> 0.0070; <Q> 0.0535; <R> 0.0000.